Entry 1:
ORCA calculation (ωB97M-V/def2-TZVPD) on a cluster of 2 separate species, C14H20N4O3S2 in total.

Geometry as XYZ:
```
43
Properties=species:S:1:pos:R:3:nbo_charge:R:1
C 5.049 -4.092 -0.866 -0.410
N 3.877 -3.222 -0.812 -0.590
C 3.019 -3.036 -1.823 0.669
O 3.162 -3.608 -2.899 -0.642
C 1.803 -2.111 -1.604 -0.148
C 1.501 -1.264 -2.848 -0.072
O 0.262 -0.590 -2.688 -0.730
N 1.814 -1.252 -0.401 -0.618
C 2.757 -0.371 -0.065 0.665
C 2.430 0.552 1.086 -0.710
O 3.842 -0.294 -0.621 -0.635
H 4.758 -5.091 -1.199 0.212
H 5.773 -3.685 -1.575 0.208
H 5.513 -4.163 0.118 0.205
H 3.763 -2.629 -0.005 0.404
H 0.962 -2.792 -1.485 0.221
H 1.452 -1.903 -3.731 0.199
H 2.299 -0.532 -2.988 0.196
H -0.419 -1.104 -3.130 0.472
H 0.945 -1.184 0.102 0.403
H 1.519 1.104 0.858 0.231
H 3.252 1.254 1.219 0.246
H 2.295 -0.031 1.994 0.224
N -3.925 1.436 4.698 -0.826
C -3.936 0.253 3.814 -0.245
C -3.265 0.537 2.485 0.123
C -2.452 -0.361 1.844 -0.454
S -1.881 0.291 0.331 0.376
C -2.790 1.760 0.680 0.060
C -2.832 2.916 -0.213 -0.258
C -2.358 2.947 -1.506 -0.219
C -2.555 4.241 -2.140 -0.257
C -3.160 5.145 -1.304 -0.384
S -3.520 4.461 0.275 0.451
N -3.440 1.745 1.821 -0.446
H -4.372 2.222 4.220 0.370
H -2.970 1.687 4.951 0.356
H -4.974 -0.035 3.620 0.206
H -3.444 -0.589 4.310 0.202
H -2.213 -1.349 2.221 0.241
H -1.889 2.103 -2.007 0.234
H -2.254 4.465 -3.160 0.230
H -3.396 6.168 -1.578 0.241
```

The spin multiplicity is 1. The value obtained for the highest occupied orbital energy is -8.46 eV. The SMILES is CNC(=O)[C@H](CO)NC(C)=O.NCc1csc(-c2cccs2)n1. The value obtained for the lowest unoccupied orbital energy is -0.1 eV.

=====

Entry 2:
ORCA calculation (ωB97M-V/def2-TZVPD) on a structure of composition C26H25Cl4GeMoN5S3.

Geometry as XYZ:
```
65
Properties=species:S:1:pos:R:3:mulliken_spin:R:1
Mo -0.199 -0.580 -0.059 0.978
C 1.290 1.182 2.087 0.007
N 0.456 -0.047 2.068 -0.036
C -0.810 0.179 2.815 -0.010
C -1.750 1.004 1.973 0.016
N -2.057 0.277 0.703 -0.021
C -2.064 1.192 -0.448 0.011
C -3.233 -0.573 0.832 0.021
C -4.511 -0.036 0.896 -0.005
C -5.593 -0.883 1.059 0.005
C -5.377 -2.254 1.171 -0.002
C -4.097 -2.779 1.113 0.008
C -2.993 -1.937 0.940 -0.005
S -1.345 -2.548 0.820 0.013
C 1.263 -1.104 2.702 0.033
C 1.472 -1.096 4.075 -0.003
C 2.298 -2.040 4.660 0.004
C 2.927 -2.987 3.863 -0.002
C 2.719 -2.993 2.496 0.012
C 1.884 -2.050 1.896 -0.013
S 1.570 -2.144 0.165 0.006
H 1.430 1.537 3.112 0.009
H 0.833 1.972 1.489 -0.012
H 2.263 0.929 1.674 0.005
H -0.622 0.695 3.761 0.001
H -1.246 -0.796 3.028 0.000
H -1.291 1.957 1.710 -0.003
H -2.675 1.213 2.511 -0.002
H -2.386 2.198 -0.173 -0.002
H -2.680 0.803 -1.253 -0.013
H -1.013 1.319 -0.803 0.006
H -4.660 1.035 0.816 0.000
H -6.596 -0.482 1.101 0.000
H -6.219 -2.921 1.304 0.000
H -3.936 -3.846 1.200 0.001
H 0.993 -0.355 4.702 -0.001
H 2.446 -2.038 5.731 0.000
H 3.573 -3.731 4.310 0.000
H 3.188 -3.743 1.872 0.002
N 1.986 0.024 -3.711 -0.001
C 2.908 0.825 -3.055 0.005
C 4.111 1.371 -3.481 0.000
C 4.781 2.164 -2.573 0.000
C 4.254 2.409 -1.296 -0.002
C 3.059 1.856 -0.885 -0.017
C 2.378 1.034 -1.781 0.018
N 1.159 0.351 -1.675 0.006
C 0.982 -0.221 -2.853 0.005
C -0.181 -1.041 -3.121 -0.019
C -0.618 -1.608 -4.274 0.005
S -2.069 -2.450 -3.974 -0.001
C -1.985 -2.035 -2.326 -0.015
N -0.957 -1.292 -2.011 -0.001
H 2.074 -0.354 -4.638 0.000
H 4.503 1.186 -4.472 0.000
H 5.727 2.608 -2.850 0.000
H 4.801 3.049 -0.617 0.000
H 2.662 2.072 0.094 0.007
H -0.190 -1.549 -5.261 0.000
H -2.717 -2.372 -1.607 0.001
Cl -1.018 5.813 -3.743 0.000
Ge 0.026 4.104 -3.113 0.000
Cl 1.942 4.080 -3.971 0.000
Cl 0.182 4.067 -1.000 0.000
Cl -1.052 2.381 -3.728 0.000
```

The spin multiplicity is 2. As for the net charge: +1. The value obtained for the highest occupied orbital energy (spin up / spin down) is -9.45 / -9.47 eV. The value obtained for the lowest unoccupied orbital energy (spin up / spin down) is -3.0 / -2.9 eV.

=====

Entry 3:
ORCA calculation (ωB97M-V/def2-TZVPD) on a structure of composition C26H25N4PSSe3Ta.

Geometry as XYZ:
```
61
Properties=species:S:1:pos:R:3:nbo_charge:R:1
Ta -0.724 -0.281 -0.285 1.485
Se -0.646 1.555 1.446 -0.087
P -0.346 2.775 -0.388 1.146
Se -0.266 1.304 -2.095 -0.055
C 1.241 3.562 -0.324 -0.408
C 1.700 4.053 0.902 -0.194
C 2.854 4.815 0.939 -0.172
C 3.544 5.092 -0.234 -0.124
C 3.084 4.610 -1.455 -0.184
C 1.931 3.849 -1.507 -0.199
C -1.782 3.780 -0.637 -0.413
C -2.441 4.318 0.472 -0.193
C -3.459 5.235 0.279 -0.173
C -3.817 5.618 -1.008 -0.121
C -3.158 5.089 -2.112 -0.183
C -2.136 4.175 -1.933 -0.193
H 1.176 3.851 1.829 0.233
H 3.216 5.197 1.883 0.253
H 4.443 5.690 -0.198 0.255
H 3.622 4.835 -2.365 0.254
H 1.581 3.501 -2.472 0.224
H -2.177 4.037 1.484 0.231
H -3.973 5.653 1.132 0.253
H -4.613 6.335 -1.150 0.255
H -3.438 5.392 -3.111 0.254
H -1.626 3.784 -2.805 0.224
C 3.459 -1.343 0.561 -0.205
C 2.335 -0.778 0.011 0.026
N 1.103 -1.078 0.499 -0.624
C 0.981 -1.921 1.532 0.072
C 2.063 -2.579 2.107 0.025
C 3.322 -2.251 1.608 -0.090
C 1.930 -3.526 3.224 -0.221
C 1.050 -4.519 3.394 -0.148
C -0.063 -4.999 2.556 0.169
C -0.618 -6.241 2.836 -0.239
C -1.665 -6.672 2.034 0.109
N -2.133 -5.937 1.031 -0.411
C -1.533 -4.776 0.844 0.261
N -0.532 -4.255 1.535 -0.519
H 4.436 -1.084 0.177 0.268
H 2.375 -0.070 -0.806 0.232
H -0.018 -2.100 1.913 0.246
H 4.206 -2.704 2.040 0.262
H 2.706 -3.422 3.974 0.246
H 1.206 -5.119 4.283 0.244
H -0.251 -6.856 3.645 0.251
H -2.140 -7.631 2.204 0.232
H -1.913 -4.177 0.020 0.149
Se -5.280 -1.566 0.096 0.597
C -3.712 -1.086 -0.110 0.101
N -2.550 -0.717 -0.276 -0.884
C -1.678 -2.343 -3.111 -0.719
S -0.372 -2.270 -1.866 0.361
C 1.108 -2.164 -2.902 -0.719
H -1.489 -3.232 -3.710 0.275
H -1.678 -1.453 -3.737 0.248
H -2.627 -2.455 -2.591 0.258
H 1.081 -1.270 -3.524 0.243
H 1.122 -3.058 -3.522 0.278
H 1.980 -2.173 -2.253 0.257
```

The spin multiplicity is 1. As for the net charge: +3. The value obtained for the highest occupied orbital energy is -16.43 eV. The value obtained for the lowest unoccupied orbital energy is -10.9 eV.

=====

Entry 4:
ORCA calculation (ωB97M-V/def2-TZVPD) on a cluster of 2 separate species, C3H2ClFN3O4 in total.

Geometry as XYZ:
```
14
Properties=species:S:1:pos:R:3:nbo_charge:R:1
C -0.691 0.305 0.774 0.096
H 0.841 0.915 -0.574 0.336
Cl -0.782 3.235 -1.538 -0.971
C 0.513 -0.056 -0.081 -0.084
H -0.462 1.271 1.248 0.267
C -1.946 0.380 0.020 0.242
N -2.971 0.437 -0.504 -0.234
N 0.271 -1.091 -1.136 0.524
O 0.866 -0.942 -2.176 -0.329
O -0.504 -1.987 -0.882 -0.343
N 1.637 -0.512 0.794 0.539
O 1.976 -1.671 0.746 -0.345
O 2.140 0.349 1.478 -0.352
F -0.886 -0.631 1.830 -0.344
```

The spin multiplicity is 1. As for the net charge: -1. The value obtained for the highest occupied orbital energy is -4.49 eV. The value obtained for the lowest unoccupied orbital energy is 2.0 eV.

=====

Entry 5:
ORCA calculation (ωB97M-V/def2-TZVPD) on an isolated molecule of C2H4N2O5.

Geometry as XYZ:
```
13
Properties=species:S:1:pos:R:3:nbo_charge:R:1
C -1.369 0.034 0.508 -0.710
C -0.022 -0.084 -0.101 0.422
O -0.029 -0.176 -1.869 -0.683
N 0.808 1.193 0.203 0.530
O 0.468 1.783 1.160 -0.329
O 1.724 1.353 -0.529 -0.328
N 0.745 -1.302 0.228 0.473
O 1.896 -1.352 -0.208 -0.320
O 0.177 -2.148 0.880 -0.326
H -1.673 -0.964 0.452 0.258
H -1.986 0.705 -0.167 0.263
H -1.373 0.558 1.512 0.283
H 0.635 0.400 -2.067 0.467
```

The spin multiplicity is 1. The value obtained for the highest occupied orbital energy is -11.83 eV. The SMILES is CC(O)([N+](=O)[O-])[N+](=O)[O-]. The value obtained for the lowest unoccupied orbital energy is -1.4 eV.

=====

Entry 6:
ORCA calculation (ωB97M-V/def2-TZVPD) on a structure of composition C4H3O2S2.

Geometry as XYZ:
```
11
Properties=species:S:1:pos:R:3:nbo_charge:R:1
C 0.452 0.140 -0.641 -0.580
C -0.511 -1.443 -0.105 0.363
C -2.011 0.774 0.108 0.134
C 1.802 0.244 0.029 -0.672
O -0.166 -2.575 -0.192 -0.623
O -3.002 1.451 0.280 -0.642
S -0.528 1.473 -0.204 0.316
S -2.161 -1.009 0.232 0.161
H 1.736 0.617 1.147 0.130
H 2.305 1.020 -0.484 0.193
H 2.084 -0.692 -0.169 0.219
```

The spin multiplicity is 1. As for the net charge: -1. The value obtained for the highest occupied orbital energy is -2.40 eV. The value obtained for the lowest unoccupied orbital energy is 3.6 eV.

=====

How do the records compare in DFT total energy? In the order shown, they have -48616.342 -175786.904 -251018.464 -31039.415 -15348.493 -29960.664 eV.